Entry 1:
Formula: C55H89GaIO25
Source: the OMol25 dataset
Level of theory: ωB97M-V with the def2-TZVPD basis set

Net charge: -1
Gap between HOMO and LUMO in eV: 5.25
HOMO in eV: -4.04

Last column: Löwdin charge in e.
Atoms and positions in Å:
C1 -5.57834 -3.00596 -9.32352  -0.13
O1 -5.49948 -4.40822 -9.32976  -0.21
C2 -4.23939 -4.89200 -8.87728  -0.25
C3 -3.98610 -4.71038 -7.37304  -0.30
C4 -5.16268 -5.06744 -6.46651  -0.32
Ga1 -5.09186 -4.11528 -4.63019  0.32
C5 -4.47483 -2.17766 -5.03029  -0.39
C6 -3.04216 -1.84147 -4.64700  -0.38
C7 -2.53616 -0.38041 -4.88123  -0.61
I1 -3.76481 0.88353 -6.10922  0.86
H1 -5.03828 -2.54600 -8.49363  0.07
H2 -5.19065 -2.57163 -10.25676  0.08
H3 -6.62770 -2.72217 -9.22950  0.09
H4 -4.18165 -5.94563 -9.15706  0.11
H5 -3.45649 -4.37047 -9.45331  0.11
H6 -3.14735 -5.37495 -7.14135  0.10
H7 -3.62633 -3.69046 -7.21181  0.06
H8 -6.09425 -4.73799 -6.92530  0.03
H9 -5.17865 -6.14653 -6.30060  0.03
H10 -6.62728 -4.05835 -4.10404  -0.11
H11 -4.16647 -4.89147 -3.56322  -0.11
H12 -5.15792 -1.49000 -4.53079  0.02
H13 -4.57284 -2.06864 -6.11237  -0.01
H14 -2.90681 -2.03338 -3.58036  0.08
H15 -2.35953 -2.48516 -5.20519  0.09
H16 -2.37853 0.18149 -3.96220  -0.01
H17 -1.56477 -0.39891 -5.37603  0.02
O2 -1.23033 1.14299 -2.26816  0.10
C8 -0.10547 0.83793 -2.54200  -0.49
O3 0.31677 -0.44283 -2.55231  0.03
C9 1.73083 -0.49694 -2.83000  -0.14
C10 2.04717 0.80831 -3.54192  -0.15
C11 1.04079 1.76204 -2.90235  -0.06
H18 2.26384 -0.58608 -1.88550  0.10
H19 1.93597 -1.37499 -3.43822  0.13
H20 3.08418 1.11620 -3.42705  0.10
H21 1.83594 0.71957 -4.60912  0.12
H22 1.42621 2.20762 -1.98409  0.11
H23 0.70224 2.54120 -3.57960  0.13
O4 3.79421 1.32724 -0.80632  0.11
C12 4.76574 0.66251 -1.03501  -0.47
O5 4.70220 -0.66180 -1.29747  0.02
C13 6.03823 -1.19556 -1.42262  -0.14
C14 6.92334 -0.00402 -1.76280  -0.15
C15 6.20497 1.12845 -1.03776  -0.08
H24 6.30827 -1.65276 -0.46906  0.13
H25 6.03430 -1.96309 -2.19254  0.12
H26 7.95870 -0.13347 -1.46316  0.11
H27 6.90463 0.17782 -2.83853  0.12
H28 6.53130 1.23036 -0.00361  0.12
H29 6.29743 2.08276 -1.54531  0.13
O6 -6.19756 -2.82266 0.15248  0.12
C16 -5.10865 -2.34191 0.27573  -0.49
O7 -4.16800 -2.37816 -0.69017  0.03
C17 -2.93928 -1.81182 -0.20867  -0.14
C18 -3.33859 -0.90904 0.95091  -0.15
C19 -4.56297 -1.63651 1.50836  -0.08
H30 -2.28349 -2.62903 0.10523  0.13
H31 -2.46424 -1.27149 -1.02150  0.11
H32 -2.54313 -0.75261 1.67397  0.09
H33 -3.63672 0.06757 0.56558  0.12
H34 -4.29619 -2.39115 2.25174  0.12
H35 -5.30080 -0.95745 1.91691  0.10
O8 -2.54091 0.25565 4.06357  0.11
C20 -3.60834 0.53912 4.52826  -0.47
O9 -4.73028 0.64194 3.78205  0.02
C21 -5.82960 1.08365 4.60705  -0.14
C22 -5.43888 0.71360 6.02921  -0.16
C23 -3.92137 0.84956 5.97983  -0.07
H36 -5.94710 2.16075 4.47263  0.13
H37 -6.73620 0.58685 4.27081  0.13
H38 -5.91556 1.33458 6.78367  0.11
H39 -5.70754 -0.32268 6.23129  0.11
H40 -3.58875 1.86610 6.19525  0.13
H41 -3.41294 0.15116 6.63835  0.12
O10 -6.33725 6.02604 -2.13995  0.10
C24 -6.27368 4.97113 -2.70692  -0.50
O11 -6.75963 4.78900 -3.95413  0.02
C25 -6.63665 3.39977 -4.33933  -0.15
C26 -5.53288 2.84038 -3.45889  -0.19
C27 -5.69566 3.66869 -2.18499  -0.07
H42 -7.59810 2.91159 -4.16367  0.13
H43 -6.39931 3.34371 -5.39914  0.10
H44 -5.60989 1.76669 -3.30755  0.11
H45 -4.56449 3.04244 -3.91410  0.08
H46 -6.41484 3.22584 -1.49333  0.13
H47 -4.75579 3.84843 -1.67117  0.12
O12 4.36801 4.57770 3.68788  0.11
C28 3.49321 4.30224 2.91700  -0.50
O13 3.70344 4.19496 1.58795  0.03
C29 2.45737 3.95008 0.90154  -0.15
C30 1.53289 3.35966 1.95581  -0.15
C31 2.02927 4.04741 3.22759  -0.08
H48 2.08796 4.90002 0.50857  0.13
H49 2.63717 3.26611 0.07711  0.09
H50 0.47943 3.52019 1.73852  0.12
H51 1.69905 2.28480 2.03067  0.12
H52 1.54143 5.00887 3.39557  0.13
H53 1.93104 3.42713 4.11373  0.12
O14 2.34612 -3.79214 3.59182  0.11
C32 1.30262 -3.45199 4.07301  -0.51
O15 0.17464 -3.30044 3.35400  0.03
C33 -0.88670 -2.79061 4.18966  -0.14
C34 -0.48228 -3.16327 5.61036  -0.15
C35 1.04263 -3.10790 5.52780  -0.07
H54 -0.95588 -1.71134 4.04808  0.11
H55 -1.82443 -3.24521 3.88036  0.13
H56 -0.91586 -2.50606 6.36172  0.11
H57 -0.79866 -4.18419 5.83101  0.12
H58 1.43336 -2.10773 5.72057  0.13
H59 1.52733 -3.82692 6.18211  0.12
O16 -5.55990 1.31044 9.58301  0.12
C36 -5.69501 0.15136 9.84224  -0.49
O17 -5.65847 -0.81363 8.89185  0.01
C37 -5.95196 -2.09914 9.47153  -0.15
C38 -5.62809 -1.94979 10.95310  -0.15
C39 -5.95367 -0.47605 11.19854  -0.07
H60 -7.00606 -2.32228 9.29609  0.13
H61 -5.34564 -2.85317 8.97657  0.13
H62 -6.18230 -2.64228 11.58269  0.12
H63 -4.56403 -2.12318 11.11752  0.12
H64 -7.00320 -0.32237 11.45280  0.13
H65 -5.32316 -0.01900 11.95499  0.12
O18 9.04849 2.11801 -0.65516  0.11
C40 9.42074 2.65738 0.34950  -0.48
O19 10.46135 3.51343 0.36857  0.03
C41 10.74700 3.92590 1.72490  -0.15
C42 9.45106 3.69511 2.48928  -0.14
C43 8.86471 2.49169 1.75228  -0.07
H66 11.56544 3.31748 2.10648  0.11
H67 11.05294 4.96730 1.72494  0.12
H68 9.60809 3.53773 3.55341  0.12
H69 8.79047 4.55428 2.37069  0.12
H70 9.22666 1.54415 2.15528  0.13
H71 7.77810 2.49353 1.73669  0.12
O20 0.52411 -8.29485 5.52509  0.11
C44 0.87577 -8.26545 4.38097  -0.49
O21 0.45586 -9.17103 3.46741  0.02
C45 1.11783 -8.95008 2.20711  -0.15
C46 1.57058 -7.49612 2.24347  -0.14
C47 1.83889 -7.28984 3.73359  -0.07
H72 1.95710 -9.64573 2.13450  0.12
H73 0.41706 -9.15959 1.40329  0.12
H74 2.42644 -7.29570 1.60328  0.12
H75 0.75554 -6.84632 1.92417  0.12
H76 2.85617 -7.56866 4.01182  0.13
H77 1.63420 -6.27393 4.05338  0.10
O22 -3.64240 4.37568 -7.34309  0.10
C48 -4.55742 4.28566 -8.10212  -0.50
O23 -5.59274 3.42400 -7.91712  -0.03
C49 -6.48901 3.47398 -9.03869  -0.15
C50 -6.24228 4.82762 -9.69291  -0.16
C51 -4.76042 5.05160 -9.39801  -0.08
H78 -6.25292 2.63994 -9.70275  0.13
H79 -7.50751 3.35758 -8.67677  0.13
H80 -6.49778 4.84366 -10.75077  0.11
H81 -6.83570 5.59315 -9.19099  0.12
H82 -4.11663 4.61085 -10.16034  0.13
H83 -4.50599 6.09849 -9.26313  0.12
O24 12.68356 5.51054 3.80367  0.12
C52 13.66582 4.85416 3.62140  -0.49
O25 13.63592 3.51379 3.42996  0.01
C53 14.97590 2.99325 3.34163  -0.15
C54 15.83962 4.18163 2.93656  -0.15
C55 15.10000 5.34632 3.59650  -0.07
H84 15.25248 2.59181 4.31853  0.13
H85 14.98954 2.18652 2.61346  0.13
H86 16.87819 4.07865 3.24318  0.11
H87 15.81858 4.29995 1.85271  0.12
H88 15.42474 5.51158 4.62453  0.13
H89 15.17531 6.27099 3.03292  0.13

---

Entry 2:
Formula: C5H8FeO3
Source: the OMol25 dataset
Level of theory: ωB97M-V with the def2-TZVPD basis set

Spin multiplicity: 6
ΔE to the lowest compared entry with this formula, charge and spin in eV: 0.753
Net charge: +1
<S²>: 8.77
Gap between HOMO and LUMO (spin up / spin down) in eV: 7.68 / 8.37
HOMO (spin up / spin down) in eV: -12.98 / -14.02

Last column: Löwdin charge in e.
Atoms and positions in Å:
O1 -1.20404 1.27523 1.43940  -0.02
C1 -2.11267 0.58560 0.76999  -0.10
C2 -2.63171 1.13796 -0.51798  -0.03
H1 -2.28881 -0.45069 1.11278  0.14
H2 -2.42624 0.40768 -1.31657  0.10
H3 -3.72150 1.31750 -0.46562  0.11
H4 -2.16188 2.08925 -0.80592  0.10
O2 1.03066 0.35637 0.47957  -0.08
O3 0.69838 -0.64698 2.44415  -0.12
C3 1.41049 -0.94282 -0.13710  -0.33
C4 2.43294 -0.61729 -1.20985  -0.11
C5 0.55477 0.39536 1.72919  -0.18
H5 0.49042 -1.29283 -0.63607  0.10
H6 2.66457 -1.53078 -1.77912  0.09
H7 2.05981 0.14001 -1.92448  0.10
H8 3.38248 -0.26004 -0.78246  0.08
Fe1 1.82234 -1.96354 1.60008  1.16

---

Entry 3:
Formula: C15H33B2N4O16
Source: the OMol25 dataset
Level of theory: ωB97M-V with the def2-TZVPD basis set

ΔE to the lowest compared entry with this formula, charge and spin in eV: 6.370
Net charge: +1
Gap between HOMO and LUMO in eV: 7.21
HOMO in eV: -11.57

Last column: Löwdin charge in e.
Atoms and positions in Å:
O1 8.10050 0.98010 3.05197  0.04
B1 7.23089 2.17774 3.09649  -0.42
O2 7.06867 2.94631 1.81614  0.03
C1 6.45911 2.77282 4.42094  -0.05
N1 5.59233 1.77822 5.16117  0.03
C2 4.46283 1.15942 4.68256  -0.14
N2 3.87392 1.31583 3.29765  0.11
C3 2.60418 0.46720 3.20475  0.12
N3 2.46296 -0.18460 4.56256  0.01
B2 1.24946 -1.07419 4.76424  -0.42
O3 -0.09391 -0.47082 5.07864  0.06
O4 1.27488 -2.54499 4.62791  0.08
N4 3.51349 0.17225 5.39376  0.11
H1 7.71759 0.43556 2.27802  0.14
H2 7.75612 2.63824 1.15534  0.12
H3 5.74260 3.67739 4.11571  0.16
H4 7.26495 3.23156 5.14640  0.15
H5 5.86879 1.54139 6.15869  0.18
H6 1.89514 0.33349 2.28230  0.18
H7 -0.23934 -0.57920 6.07039  0.13
H8 2.20105 -2.81088 4.90371  0.14
H9 3.60361 -0.19289 6.36914  0.19
C4 -0.16484 -3.22993 2.44313  -0.06
O5 -1.31395 -3.15337 1.60188  0.01
C5 -1.03172 -3.07751 0.27673  -0.56
O6 0.08390 -3.07077 -0.21966  0.10
O7 -2.20567 -3.01043 -0.40039  -0.01
C6 -2.06207 -2.92599 -1.81692  -0.04
H10 -0.50808 -3.28669 3.47978  0.09
H11 0.41544 -4.13179 2.22283  0.11
H12 0.45404 -2.33346 2.33396  0.08
H13 -1.55759 -3.81562 -2.20755  0.10
H14 -1.51913 -2.01731 -2.09638  0.10
H15 -3.06248 -2.87738 -2.25575  0.09
C7 -6.14142 -1.52704 -6.86588  -0.04
O8 -5.48918 -2.60813 -6.20266  0.00
C8 -6.27046 -3.26952 -5.31182  -0.53
O9 -7.43614 -3.01460 -5.05245  0.08
O10 -5.53017 -4.26359 -4.75958  -0.01
C9 -6.22867 -5.04931 -3.79572  -0.05
H16 -5.42438 -1.07062 -7.55379  0.10
H17 -6.99435 -1.88984 -7.44853  0.10
H18 -6.45869 -0.76675 -6.14486  0.10
H19 -7.08512 -5.55286 -4.25555  0.10
H20 -6.54933 -4.42983 -2.95192  0.10
H21 -5.54179 -5.81280 -3.42018  0.09
C10 -12.77179 0.28388 -2.00121  -0.06
O11 -12.51596 -0.86210 -2.81072  -0.01
C11 -11.22992 -0.97441 -3.22894  -0.56
O12 -10.32193 -0.19944 -2.97191  0.10
O13 -11.12912 -2.09822 -3.98263  0.00
C12 -9.82111 -2.34620 -4.49440  -0.08
H22 -13.82952 0.27265 -1.72417  0.09
H23 -12.17532 0.24938 -1.08380  0.10
H24 -12.57202 1.20382 -2.56010  0.10
H25 -9.10665 -2.48578 -3.67673  0.09
H26 -9.50344 -1.53144 -5.15305  0.10
H27 -9.85691 -3.26836 -5.08100  0.10
C13 11.80810 7.00799 -0.98121  -0.05
O14 11.39888 6.88705 0.37965  -0.01
C14 10.56775 5.84209 0.62197  -0.55
O15 10.16646 5.03820 -0.20494  0.11
O16 10.26045 5.84651 1.94360  0.00
C15 9.38614 4.79404 2.34630  -0.06
H28 12.46923 7.87545 -1.05949  0.10
H29 12.36599 6.12045 -1.29686  0.10
H30 10.94305 7.17463 -1.63120  0.10
H31 9.84711 3.81800 2.16363  0.10
H32 8.42422 4.87224 1.82941  0.09
H33 9.20832 4.89476 3.42054  0.10

---

Entry 4:
Formula: C32H43N6O
Source: the OMol25 dataset
Level of theory: ωB97M-V with the def2-TZVPD basis set

Net charge: +1
Gap between HOMO and LUMO in eV: 5.44
HOMO in eV: -10.27

Last column: Löwdin charge in e.
Atoms and positions in Å:
C1 2.62547 5.40302 -0.84831  0.00
N1 2.36433 3.99342 -1.01586  -0.04
C2 3.35824 3.10674 -1.31512  -0.37
O1 4.53009 3.40283 -1.53977  0.10
C3 2.72956 1.71200 -1.34647  -0.14
C4 3.24612 0.78411 -0.24059  -0.08
C5 4.72852 0.50280 -0.37918  -0.25
C6 5.17700 -0.52126 -1.22113  -0.06
C7 6.54927 -0.74606 -1.38216  -0.07
C8 7.47190 0.06571 -0.71362  -0.07
C9 7.02489 1.10025 0.11852  -0.06
C10 5.65670 1.30571 0.29323  -0.05
N2 1.29879 2.02123 -1.23526  0.06
C11 0.36158 1.05702 -1.30318  0.03
C12 -0.99474 1.30426 -1.14336  -0.07
C13 -2.00791 0.35530 -1.21530  0.05
C14 -3.40120 0.67134 -1.07645  -0.20
C15 -4.39424 -0.34171 -1.20239  -0.01
C16 -5.73992 -0.06150 -1.06575  0.02
C17 -6.18098 1.26192 -0.79706  -0.22
N3 -7.54080 1.55464 -0.65405  -0.25
C18 -8.19251 1.62146 0.63806  -0.07
C19 -8.35285 2.05074 -1.74647  -0.07
C20 -5.21024 2.28220 -0.67600  0.02
C21 -3.86194 1.99748 -0.81291  0.00
C22 1.01554 3.44947 -0.98475  -0.46
C23 0.39925 3.70595 0.40058  0.02
C24 0.16773 4.10480 -2.09039  0.02
H1 3.70258 5.57788 -0.89972  0.10
H2 2.12332 5.98286 -1.63254  0.10
H3 2.24627 5.74205 0.12330  0.10
H4 2.94664 1.26028 -2.33366  0.18
H5 3.03207 1.25137 0.73665  0.14
H6 2.67426 -0.15235 -0.30319  0.11
H7 4.44429 -1.13535 -1.75326  0.11
H8 6.88892 -1.55444 -2.03351  0.11
H9 8.54180 -0.09928 -0.84569  0.11
H10 7.73578 1.75803 0.62319  0.11
H11 5.29276 2.10484 0.94369  0.12
H12 0.72682 0.04273 -1.50039  0.16
H13 -1.27802 2.33403 -0.94265  0.06
H14 -1.72715 -0.67955 -1.41847  0.13
H15 -4.06963 -1.36208 -1.41656  0.12
H16 -6.49578 -0.84362 -1.16034  0.13
H17 -7.49990 1.32209 1.43197  0.09
H18 -8.55206 2.64201 0.83845  0.09
H19 -9.06442 0.95202 0.64904  0.09
H20 -7.77631 2.06239 -2.67765  0.09
H21 -9.23414 1.40647 -1.87615  0.09
H22 -8.71180 3.06854 -1.53127  0.09
H23 -5.54945 3.30034 -0.47237  0.13
H24 -3.14830 2.81681 -0.71574  0.11
H25 1.08255 3.34591 1.18220  0.11
H26 0.23702 4.78425 0.52630  0.10
H27 -0.56043 3.20099 0.52843  0.07
H28 0.69152 4.02543 -3.05264  0.11
H29 -0.81281 3.63586 -2.19486  0.07
H30 0.01584 5.16454 -1.84728  0.10
C25 4.11512 -2.92467 1.49900  -0.15
C26 2.99524 -3.53697 0.95287  -0.10
N4 2.68077 -4.58285 1.79385  -0.10
C27 1.56784 -5.53543 1.66784  -0.10
C28 0.34386 -5.02625 2.42826  -0.36
C29 -0.85528 -5.98398 2.33044  -0.13
C30 -2.07900 -5.05431 2.30844  -0.16
C31 -1.55791 -3.70710 1.76580  -0.23
N5 -0.13417 -3.78799 1.88855  -0.04
C32 3.59857 -4.57945 2.82026  -0.15
N6 4.46340 -3.58694 2.65468  0.04
H31 4.65878 -2.07782 1.10559  0.08
H32 2.45207 -3.30801 0.04776  0.10
H33 1.31843 -5.63727 0.60014  0.13
H34 1.88776 -6.49921 2.08782  0.13
H35 0.62733 -4.92987 3.50220  0.15
H36 -0.78314 -6.55199 1.39386  0.11
H37 -0.85898 -6.69170 3.16385  0.12
H38 -2.89573 -5.45901 1.71007  0.11
H39 -2.43056 -4.91210 3.33564  0.11
H40 -1.83690 -3.61197 0.70233  0.09
H41 -1.98628 -2.83661 2.28598  0.11
H42 0.41912 -2.94406 1.93313  0.11
H43 3.55971 -5.33343 3.60155  0.13

---

Calculated energy (eV), listed in the same order as above: -170145.232 -45831.768 -56156.572 -44863.071